A cluster of 5 separate species, C53H63Br2F4IN7O2S2 in total in a non-equilibrium geometry. Source: the Open Molecules 2025 dataset; level of theory: the ωB97M-V functional and the def2-TZVPD basis.

Last column: Mulliken charge in e.
Atoms and positions in Å:
C  -3.51879  -3.51801  3.29908  -2.106
C  -2.03552  -3.12360  3.41066  1.386
C  -1.77552  -2.56453  4.82044  -1.997
C  -1.65989  -2.05863  2.35103  -1.246
C  -0.60168  -2.49742  1.32415  -1.631
N  0.55710  -1.59301  1.23507  0.912
C  1.36534  -1.40445  2.43967  -1.132
C  2.05059  -2.72048  2.86239  -0.218
C  1.59846  -3.25720  4.21144  -1.047
Br  3.97302  -2.40407  2.90064  -0.095
C  0.87951  -1.04719  0.10557  -1.648
N  1.88482  -0.15674  -0.11435  1.272
C  1.76969  1.27477  0.26570  -1.658
C  1.02175  1.59477  1.55233  -0.359
C  0.59296  3.05039  1.52160  0.265
O  0.89039  3.80208  0.63555  -0.544
O  -0.17411  3.45766  2.54883  -0.378
C  2.47014  -0.49911  -1.41471  1.179
Br  4.13586  -1.43462  -1.01427  0.096
C  2.60794  0.61188  -2.43433  -0.850
C  3.53364  1.82411  -2.26643  -0.340
C  5.02401  1.57965  -2.10817  -0.798
N  5.73791  2.86355  -2.20816  -0.599
C  1.37284  -1.59370  -1.93204  -1.399
I  2.13117  -3.61715  -1.20641  0.129
C  1.22664  -1.84967  -3.40082  0.696
C  0.02690  -1.81164  -4.09162  -0.354
C  0.01903  -2.10520  -5.44175  -0.694
C  1.20554  -2.42655  -6.06667  -0.478
N  2.37197  -2.44423  -5.42624  -0.671
C  2.37147  -2.17035  -4.13797  -0.664
N  0.22331  -1.37871  -1.08272  0.860
C  -0.82886  -0.38902  -1.46091  -1.450
C  -1.36197  0.45171  -0.30320  1.790
C  -2.82210  0.80479  -0.57458  -1.434
S  -3.54177  1.67439  0.82240  -0.047
C  -3.63800  3.33218  0.22271  0.010
S  -4.15830  3.75192  -1.23202  -0.150
N  -3.23362  4.27562  1.19252  0.245
C  -1.94818  4.71198  1.41092  -0.722
C  -2.04758  5.62188  2.40462  -0.829
N  -3.34338  5.75638  2.82071  -0.569
C  -4.03213  4.94223  2.07944  -0.277
H  -4.10935  -2.74422  2.81908  0.378
H  -3.92046  -3.63515  4.30291  0.510
H  -3.65990  -4.48051  2.81950  0.435
H  -1.43074  -4.01503  3.26345  0.448
H  -1.55990  -3.36918  5.51647  0.322
H  -0.94468  -1.86391  4.84249  0.423
H  -2.65992  -2.03967  5.16980  0.566
H  -1.38648  -1.12803  2.84268  0.508
H  -2.55719  -1.85056  1.77478  0.500
H  -1.04902  -2.55220  0.34419  0.251
H  -0.21782  -3.49086  1.54294  1.322
H  2.14022  -0.69221  2.21380  0.701
H  0.76267  -0.98605  3.23934  0.676
H  1.89974  -3.44406  2.06952  0.263
H  0.78081  -3.96319  4.09891  0.178
H  1.30340  -2.44080  4.86313  0.242
H  2.41690  -3.76770  4.70321  0.498
H  1.30131  1.81346  -0.54967  0.528
H  2.77723  1.65254  0.39012  0.979
H  0.16168  0.96755  1.76864  0.030
H  1.70415  1.49361  2.39560  0.747
H  -0.13505  2.84432  3.29057  0.337
H  2.83668  0.15639  -3.39206  0.858
H  1.59772  1.01830  -2.54364  -0.059
H  3.40826  2.37701  -3.19618  0.131
H  3.20713  2.50997  -1.49363  0.352
H  5.21286  1.20335  -1.10702  0.430
H  5.38390  0.83457  -2.81691  0.231
H  6.05859  2.97593  -3.16150  0.209
H  6.55348  2.82595  -1.61544  0.241
H  -0.90398  -1.57714  -3.62005  0.436
H  -0.89704  -2.08533  -6.00793  0.457
H  1.21691  -2.67926  -7.11457  0.414
H  3.33136  -2.20366  -3.64274  0.522
H  -1.66092  -0.95778  -1.86051  0.854
H  -0.46484  0.27001  -2.24352  0.275
H  -1.33947  -0.07703  0.64481  -0.673
H  -0.82332  1.39632  -0.25744  -0.345
H  -2.93018  1.39103  -1.48081  0.565
H  -3.39105  -0.11250  -0.71056  0.545
H  -1.08678  4.38125  0.86269  1.231
H  -1.24854  6.19417  2.83746  0.494
H  -5.09410  4.79207  2.13241  0.441
F  4.92009  2.76976  -5.67406  -0.291
C  4.52728  4.05887  -5.85404  0.579
C  4.54733  4.59715  -7.12242  -0.612
C  4.13645  5.91333  -7.27899  -0.328
C  3.72584  6.65998  -6.18202  -0.511
C  3.72181  6.08939  -4.91692  -0.676
C  4.12392  4.77233  -4.74736  0.037
H  4.87671  3.99902  -7.96080  0.438
H  4.13837  6.35700  -8.26499  0.367
H  3.41147  7.68577  -6.31445  0.388
H  3.40892  6.66814  -4.05874  0.372
H  4.12718  4.29512  -3.77789  0.292
F  -4.82310  -6.65731  2.42941  -0.276
C  -6.08876  -6.79256  2.89859  0.596
C  -6.80073  -7.92588  2.56950  -0.624
C  -8.09283  -8.05531  3.05785  -0.370
C  -8.64835  -7.06088  3.85104  -0.591
C  -7.90775  -5.92972  4.16259  -0.437
C  -6.61186  -5.78959  3.68699  -0.046
H  -6.34955  -8.68526  1.94595  0.421
H  -8.66692  -8.93917  2.81656  0.363
H  -9.65659  -7.16824  4.22566  0.380
H  -8.33831  -5.15168  4.77793  0.362
H  -6.01286  -4.92110  3.92296  0.236
F  5.26418  -10.83793  -1.99330  -0.308
C  5.01517  -9.51784  -2.06389  0.326
C  5.06075  -8.89669  -3.29612  -0.401
C  4.79983  -7.53644  -3.36184  -0.467
C  4.50746  -6.82360  -2.20737  -0.437
C  4.47224  -7.47258  -0.98133  -0.287
C  4.72367  -8.83425  -0.90079  -0.450
H  5.29687  -9.47355  -4.17946  0.420
H  4.82511  -7.03324  -4.31881  0.373
H  4.31032  -5.76147  -2.26572  0.417
H  4.25048  -6.91795  -0.07846  0.366
H  4.69728  -9.36417  0.04123  0.415
F  -2.68120  11.55224  0.54583  -0.319
C  -3.00047  11.00043  1.73641  0.463
C  -2.99682  9.62578  1.85426  -0.637
C  -3.32226  9.06039  3.07942  0.123
C  -3.64934  9.87471  4.15576  -0.781
C  -3.64828  11.25495  4.00877  -0.226
C  -3.31808  11.83159  2.79049  -0.554
H  -2.74426  9.01402  0.99801  0.441
H  -3.31856  7.98178  3.18281  0.372
H  -3.90579  9.43186  5.10862  0.393
H  -3.90641  11.89032  4.84521  0.370
H  -3.30451  12.90405  2.65350  0.414

Molecular weight, g mol⁻¹: 1256.97
Net charge: +1
Total energy, eV: -251225.7651
Kohn-Sham gap, eV: 6.70